C9H14 | ωB97M-V/def2-TZVPD

Last column: natural (NBO) charge in e.
Positions of all 23 atoms, in Å:
H (1.2809, -1.9193, -3.0695)  0.223
H (1.0496, 3.0793, 2.7082)  0.201
H (0.4527, -1.8059, 0.5761)  0.212
H (2.0334, -0.8848, -1.8612)  0.220
H (-0.0799, 1.6604, 2.9344)  0.198
H (-3.4495, -0.0921, 0.0626)  0.216
H (1.3313, 0.4126, 1.2139)  0.209
H (0.0410, 2.5557, 1.4592)  0.205
C (-0.2966, -1.3409, -0.0539)  -0.225
H (2.4635, 1.7694, 1.3818)  0.200
H (1.5604, -2.5616, -1.5007)  0.217
C (-2.4347, -0.2293, -0.2841)  -0.235
H (-2.9419, 0.2340, -2.3198)  0.208
C (0.0004, -1.1069, -1.3952)  -0.014
C (-1.4394, -0.7921, 0.5176)  -0.200
C (0.6368, 2.1669, 2.2907)  -0.606
C (-0.9073, -0.3888, -2.1601)  -0.218
H (2.1704, 0.6854, 2.7801)  0.202
H (-1.6299, -0.8862, 1.5804)  0.211
C (1.2603, -1.6451, -2.0160)  -0.635
C (1.7321, 1.1467, 1.9021)  -0.609
H (-0.6530, 0.0960, -3.0959)  0.213
C (-2.1804, -0.1536, -1.6507)  -0.193

Multiplicity: 1
SMILES string: Cc1ccccc1.CC
Energy above the lowest of the compared OMol25 structures with the same formula, charge and spin: 15.3 kcal per mole
Orbital gap: 10.04 eV
LUMO: 1.029 eV

C3H4N2O2 | ωB97M-V/def2-TZVPD

Last column: natural (NBO) charge in e.
Positions of all 11 atoms, in Å:
C (1.7425, -0.5505, -0.3248)  0.317
H (-2.0521, -0.8600, 0.7865)  0.212
C (-1.5428, -0.2831, 0.0194)  -0.408
N (-0.1572, -0.1156, 0.4063)  -0.298
N (0.6586, -1.1428, -0.0211)  -0.271
H (2.4636, -0.9537, -1.0093)  0.205
H (-1.9918, 0.7021, -0.1057)  0.230
O (0.1553, 2.1795, 0.7650)  -0.578
H (-1.5855, -0.8255, -0.9346)  0.212
O (1.7950, 0.7646, -0.0136)  -0.457
C (0.5143, 1.0850, 0.4319)  0.838

Multiplicity: 1
SMILES string: Cn1ncoc1=O
Energy above the lowest of the compared OMol25 structures with the same formula, charge and spin: 46.5 kcal per mole
Orbital gap: 10.48 eV
LUMO: 0.876 eV

C19H23BrIrN5O3PS | ωB97M-V/def2-TZVPD

Last column: natural (NBO) charge in e.
Positions of all 54 atoms, in Å:
H (0.2244, -0.5068, 6.1519)  0.254
C (-3.3969, -2.8214, -2.1337)  -0.080
H (-2.5210, -2.4538, 0.3483)  0.265
C (-3.6665, -0.4540, -2.0813)  -0.060
N (-2.2262, -2.6959, -2.9997)  -0.413
C (-1.2219, -0.0242, -2.2500)  -0.564
H (-3.7360, 0.4362, -1.4567)  0.239
C (-2.3305, -1.5668, -3.8612)  -0.061
H (4.7166, -1.7989, 3.4168)  0.281
C (1.5653, 4.5252, 0.6767)  -0.171
H (-4.5638, -0.5297, -2.6948)  0.255
Ir (0.9642, -0.9055, 0.3636)  0.960
C (0.9196, -1.3261, 3.5690)  0.079
N (1.8074, 0.8271, -0.5756)  -0.807
Br (3.5272, -1.8046, 0.5918)  0.329
H (-1.4503, -1.4707, -4.4963)  0.246
C (2.9891, -1.5783, 4.7095)  -0.063
H (1.6260, 6.6035, 0.1912)  0.264
C (1.6016, -1.4249, 4.7806)  0.013
H (1.7547, 6.2558, -2.2438)  0.261
H (1.7135, 3.9620, -3.2035)  0.263
N (1.5444, -1.4300, 2.3922)  -0.584
H (1.5465, -1.4000, 6.9207)  0.256
C (1.6230, 5.5984, -0.2080)  -0.148
C (1.6658, 4.1215, -2.1351)  -0.137
C (1.6871, 5.4016, -1.5834)  -0.130
N (-3.5029, -1.6288, -1.2933)  -0.412
C (2.8657, -1.6142, 2.3620)  0.155
N (-2.4681, -0.2894, -3.0245)  -0.383
H (-0.9305, -3.7966, -1.7912)  0.269
C (0.8634, -1.3875, 6.0755)  -0.654
H (-1.3583, 0.8806, -1.6529)  0.259
H (-2.6416, 0.4988, -3.6555)  0.457
C (-2.4847, -1.5574, -0.2723)  -0.499
P (-0.8016, -1.4256, -1.0952)  1.009
H (3.5672, -1.6342, 5.6239)  0.268
H (-3.2169, -1.6453, -4.4901)  0.255
O (0.2101, 1.1516, 1.1822)  -0.888
O (1.2124, 1.2067, -2.7677)  -0.562
C (1.5603, 3.2646, 0.1172)  -0.262
S (1.5713, 1.6627, 0.8440)  2.226
C (3.6444, -1.6736, 3.4865)  -0.242
H (-4.2942, -2.9150, -2.7451)  0.249
O (2.5709, 1.3410, 1.8042)  -0.853
C (1.5264, 1.6075, -1.6713)  0.657
H (-0.3865, 0.1676, -2.9259)  0.316
H (-0.1507, -1.1633, 3.5468)  0.233
H (-2.6351, -0.6891, 0.3733)  0.260
C (1.5945, 3.0534, -1.2642)  -0.161
H (-3.3163, -3.7139, -1.5162)  0.242
C (-0.9652, -2.8446, -2.3218)  -0.478
H (1.5321, 4.6796, 1.7467)  0.263
H (-0.1344, -2.8214, -3.0289)  0.269
H (0.2050, -2.2544, 6.1645)  0.259

Multiplicity: 1
Net charge: +3
Energy above the lowest of the compared OMol25 structures with the same formula, charge and spin: 56.0 kcal per mole
Orbital gap (spin up / spin down): 5.76 / 5.81 eV
LUMO (spin up / spin down): -12.086 / -12.041 eV

CN2O3S | ωB97M-V/def2-TZVPD

Last column: natural (NBO) charge in e.
Positions of all 7 atoms, in Å:
S (0.6892, -0.5608, 0.7807)  1.204
O (1.6244, -1.0667, -0.2164)  -0.827
O (-0.9960, 1.5688, 0.1793)  -0.281
C (-0.8281, -1.2675, 0.3828)  -0.096
N (0.1126, 1.3183, -0.1354)  0.461
O (1.0454, 1.8102, -0.7571)  -0.289
N (-1.6474, -1.8023, -0.2340)  -0.172

Multiplicity: 1
Energy above the lowest of the compared OMol25 structures with the same formula, charge and spin: 34.0 kcal per mole
Orbital gap (spin up / spin down): 8.31 / 8.31 eV
LUMO (spin up / spin down): -1.999 / -1.998 eV

C18H38F2InNO24P4S2 | ωB97M-V/def2-TZVPD

Last column: Mulliken charge in e.
Positions of all 90 atoms, in Å:
S (-0.5963, 5.0590, -1.0404)  0.837
F (0.9495, 4.8532, -0.7086)  -0.272
C (-0.5024, 4.0420, -5.4559)  -0.383
O (-1.1004, 5.8680, 0.0313)  -0.581
H (-2.1583, -5.7968, -1.0807)  0.233
H (-2.8786, -2.9752, 3.0478)  0.371
H (1.4652, -5.4552, -0.8424)  0.336
O (0.5267, -1.1723, 4.2580)  0.199
H (1.2124, -2.7238, 5.4808)  0.253
O (0.8270, 3.4905, -5.2943)  -0.335
C (0.4861, 1.7968, 4.9236)  -0.282
C (3.3528, -1.8818, 2.8648)  -0.365
H (-0.4852, 4.7321, -6.2965)  0.262
H (0.6045, 2.8055, 4.5219)  0.347
O (-3.3502, 2.7902, 2.5124)  -0.383
S (-2.4100, 3.5399, -1.4355)  0.965
H (2.5166, 2.2208, -6.9526)  0.346
In (0.4132, 0.9128, -0.5597)  1.615
C (3.1620, -1.9863, -3.7213)  -0.099
H (-6.5484, 0.7702, 1.7312)  0.319
H (0.1809, -0.5836, -4.6826)  0.014
O (-2.0571, 0.9473, 1.1127)  0.306
O (1.4809, -0.8686, -2.5815)  -0.437
C (4.3868, -2.6667, -3.7010)  0.167
O (2.9723, -0.7926, 3.6848)  -0.391
O (-4.5335, 0.6788, 1.6688)  -0.305
C (1.4933, -4.4044, -0.5542)  -0.565
H (-5.8297, 2.2074, 2.5127)  0.283
H (-0.8953, -5.9231, 0.1358)  0.325
F (-2.6179, 1.8952, -1.3193)  -0.334
H (-0.7625, 4.5494, -4.5288)  0.055
H (-3.8606, 1.9418, 4.7579)  0.391
H (-2.6793, 0.8526, 5.5079)  0.286
H (-1.4201, 3.0148, 3.2195)  -0.004
O (-2.6755, 3.7919, -2.8231)  -0.598
C (3.1042, 1.7320, -6.1761)  -0.811
P (-0.5551, -3.1927, 0.5916)  0.039
H (1.1557, -3.7757, -1.3801)  0.290
O (2.4725, 1.5888, -4.9059)  -0.229
H (3.6309, -2.7355, 3.4866)  0.336
C (0.1304, -0.2626, -5.7240)  -0.451
C (0.9004, -1.6811, 5.5431)  -0.965
O (1.6614, 1.0358, 4.6541)  -0.450
H (5.0043, -2.5507, -0.2546)  0.463
C (3.3324, -1.5291, -1.2173)  0.281
H (3.3243, 0.7097, -6.4925)  0.266
P (-3.1035, 1.2488, 2.1040)  -0.031
P (0.9444, 2.0144, -4.7036)  -0.046
H (4.0481, 2.2722, -6.1162)  0.268
H (-2.3214, -1.7070, 1.8795)  0.286
O (2.9566, -0.8698, -0.2802)  -0.396
O (-0.3550, -1.8230, 0.1110)  0.491
C (2.5523, -1.4393, -2.5443)  0.464
H (-5.7355, 0.6163, 3.2882)  0.263
O (-2.8328, 0.5434, 3.5288)  0.134
H (-1.1898, 3.2270, -5.6813)  0.301
H (2.5654, -2.2925, 2.2287)  -0.071
H (2.6368, -1.8247, -4.6544)  0.477
H (-0.4239, 1.3699, 4.5018)  -0.299
C (-2.0269, -2.4314, 2.6318)  -0.586
H (-2.5880, -5.6183, 0.6508)  0.249
N (-0.9357, 3.3838, -0.9631)  0.085
H (-4.2627, 0.2613, 5.0541)  0.282
H (4.2011, -1.6247, 2.2370)  0.235
O (0.1536, 1.1475, -5.7865)  -0.278
C (5.0504, -2.8903, -2.3976)  0.149
C (-1.8335, -5.4236, -0.1110)  -0.745
H (0.4169, 1.9433, 6.0015)  0.338
O (6.0173, -3.6597, -2.2567)  -0.537
O (-3.4336, 3.8971, -0.4839)  -0.616
H (1.6949, -1.0888, 5.9943)  0.372
O (4.9083, -2.9332, -4.7860)  -0.530
H (2.5503, -4.1967, -0.3746)  0.111
H (-1.9498, 4.2868, 2.0874)  0.089
H (-1.6575, -1.9307, 3.5231)  0.059
H (-2.6561, 4.2371, 3.7198)  0.295
C (4.5355, -2.3647, -1.2104)  -0.224
O (-1.6691, -4.0132, -0.2075)  -0.245
O (0.4345, 1.8503, -3.3408)  0.264
O (-0.5386, 5.5835, -2.3760)  -0.590
C (-5.7181, 1.1410, 2.3284)  -0.753
O (0.7563, -4.1327, 0.6267)  -0.256
C (-3.4573, 0.9299, 4.7467)  -0.996
C (-2.2604, 3.6347, 2.9030)  -0.269
H (-0.7975, -0.6959, -6.1029)  0.337
H (0.0176, -1.6440, 6.1819)  0.294
O (1.0783, 0.2878, 2.2284)  0.122
P (1.5293, -0.1287, 3.5595)  0.298
H (0.8948, -0.7069, -6.3673)  0.270
O (-1.0264, -3.3051, 2.1098)  -0.411

Multiplicity: 1
Energy above the lowest of the compared OMol25 structures with the same formula, charge and spin: 34.2 kcal per mole
Orbital gap: 3.27 eV
LUMO: -5.234 eV

C4H7BrN2 | ωB97M-V/def2-TZVPD

Last column: natural (NBO) charge in e.
Positions of all 14 atoms, in Å:
N (-2.3270, -0.2971, 1.5261)  -0.103
H (1.6190, 1.1718, -0.2792)  0.225
C (-0.9232, -0.2356, 1.4103)  -0.012
H (1.6716, -0.0758, 0.8917)  0.264
Br (0.0777, 0.7113, 2.8103)  -0.055
C (1.5589, 0.0842, -0.1559)  -0.705
C (-0.5844, 0.4241, -1.3797)  -0.695
N (-1.6495, -1.3624, 1.7109)  -0.102
H (0.2916, -1.6115, -0.8096)  0.216
H (2.4289, -0.4365, -0.7059)  0.230
H (-0.2596, 0.5604, -2.4025)  0.226
H (-0.5730, 1.3218, -0.6508)  0.235
C (0.3323, -0.4685, -0.6548)  0.041
H (-1.6633, 0.2139, -1.3109)  0.236

Multiplicity: 1
Energy above the lowest of the compared OMol25 structures with the same formula, charge and spin: 104.0 kcal per mole
Orbital gap: 8.17 eV
LUMO: -0.267 eV

C3H7NO2 | ωB97M-V/def2-TZVPD

Last column: natural (NBO) charge in e.
Positions of all 13 atoms, in Å:
H (-0.3692, -1.8288, -0.7063)  0.470
H (-1.8213, 1.3172, 0.0360)  0.244
H (-2.4449, -0.2741, 0.5359)  0.218
C (-1.6809, 0.2374, -0.0627)  -0.635
H (2.9051, 0.6904, 0.0047)  0.406
H (-1.8535, -0.0137, -1.1129)  0.203
H (-0.1760, -0.0267, 1.4371)  0.196
C (-0.2856, -0.1951, 0.3595)  0.004
O (0.6933, 1.8167, -0.5642)  -0.608
C (0.8639, 0.6703, -0.1872)  0.642
O (-0.0583, -1.5885, 0.1779)  -0.717
N (2.0859, 0.0986, -0.0093)  -0.836
H (2.1415, -0.9036, 0.0916)  0.414

Multiplicity: 1
SMILES string: C[C@@H](O)C(N)=O
Energy above the lowest of the compared OMol25 structures with the same formula, charge and spin: 12.9 kcal per mole
Orbital gap: 10.37 eV
LUMO: 0.754 eV

Results for total energy: -351.3059, -376.6896, -4654.1123, -771.3319, -5121.0100, -2839.9301, -323.7605 (in Ha, following the order of the records).